Molecular formula: C33H64BrO14P
Method: DFT, the ωB97M-V functional and the def2-TZVPD basis

Each atom is followed by the atoms it is bonded to, with distances in Å.
Cartesian coordinates (Å):
1 C 5.351 0.993 7.677  C2 1.653, H23 1.188, H24 1.186, H25 1.180
2 C 6.013 -0.172 6.710  C1 1.653, C3 1.659, H26 1.179, H27 1.186
3 C 4.820 -0.706 5.687  C2 1.659, C4 1.641, H28 1.192, H29 1.175
4 C 5.452 -1.254 4.276  C3 1.641, C5 1.647, H30 1.171, H31 1.191
5 C 5.311 -0.035 3.177  C4 1.647, C6 1.641, H32 1.171, H33 1.193
6 C 4.028 -0.177 2.163  C5 1.641, C7 1.647, H34 1.192, H35 1.191
7 C 2.569 0.137 2.859  C6 1.647, C8 1.518, C21 1.641
8 C 2.026 1.532 3.108  C7 1.518, C9 1.639, C13 1.655
9 C 2.977 2.791 2.662  C8 1.639, C10 1.639, H36 1.194, H37 1.194
10 C 2.724 4.183 3.490  C9 1.639, C11 1.646, H38 1.186, H39 1.191
11 C 4.105 4.956 3.941  C10 1.646, Br12 2.039, H40 1.182, H41 1.177
12 Br 3.973 5.257 5.953  C11 2.039
13 C 0.515 1.651 3.774  C8 1.655, O14 1.362, C15 1.673
14 O -0.166 2.824 3.897  C13 1.362
15 C -0.334 0.315 4.314  C13 1.673, P16 1.948, C20 1.493
16 P -2.056 0.537 5.196  C15 1.948, O17 1.581, O18 1.742, O19 1.775
17 O -2.177 1.899 5.991  P16 1.581
18 O -2.472 -0.793 6.240  P16 1.742, H42 1.003
19 O -3.274 0.623 3.907  P16 1.775, H43 1.018
20 C 0.216 -1.058 4.109  C15 1.493, C21 1.657, H44 1.178
21 C 1.661 -1.156 3.305  C7 1.641, C20 1.657, O22 1.338
22 O 2.094 -2.376 2.966  C21 1.338
23 H 4.352 0.533 8.125  C1 1.188
24 H 6.081 1.352 8.540  C1 1.186
25 H 5.083 1.926 7.005  C1 1.180
26 H 6.528 -1.044 7.314  C2 1.179
27 H 6.853 0.367 6.070  C2 1.186
28 H 4.178 0.263 5.422  C3 1.192
29 H 4.188 -1.536 6.228  C3 1.175
30 H 5.027 -2.280 3.906  C4 1.171
31 H 6.617 -1.405 4.472  C4 1.191
32 H 5.354 0.996 3.730  C5 1.171
33 H 6.295 -0.090 2.505  C5 1.193
34 H 3.997 -1.211 1.572  C6 1.192
35 H 4.174 0.649 1.317  C6 1.191
36 H 4.138 2.541 2.783  C9 1.194
37 H 2.839 2.994 1.494  C9 1.194
38 H 2.161 3.886 4.490  C10 1.186
39 H 1.999 4.942 2.926  C10 1.191
40 H 4.228 6.013 3.426  C11 1.182
41 H 5.050 4.303 3.686  C11 1.177
42 H -2.102 -1.656 5.886  O18 1.003
43 H -4.150 0.240 4.257  O19 1.018
44 H -0.331 -2.030 4.489  C20 1.178
45 C -4.427 1.197 1.346  O46 1.422, H54 1.092, H55 1.091, H56 1.094
46 O -5.088 0.170 0.619  C45 1.422, C47 1.425
47 C -5.271 -1.023 1.377  O46 1.425, C48 1.537, H57 1.096, H58 1.094
48 C -6.611 -1.689 1.025  C47 1.537, O49 1.434, H59 1.096, H60 1.088
49 O -7.760 -1.002 1.537  C48 1.434, C50 1.434
50 C -8.067 0.267 0.941  O49 1.434, C51 1.532, H61 1.088, H62 1.095
51 C -8.557 0.182 -0.508  C50 1.532, O52 1.427, H63 1.093, H64 1.099
52 O -7.481 -0.137 -1.389  C51 1.427, C53 1.419
53 C -7.869 -0.993 -2.452  O52 1.419, H65 1.094, H66 1.093, H67 1.092
54 H -3.364 0.964 1.436  C45 1.092
55 H -4.548 2.129 0.791  C45 1.091
56 H -4.876 1.329 2.334  C45 1.094
57 H -5.250 -0.816 2.453  C47 1.096
58 H -4.452 -1.703 1.125  C47 1.094
59 H -6.625 -2.675 1.502  C48 1.096
60 H -6.705 -1.867 -0.044  C48 1.088
61 H -7.232 0.956 1.048  C50 1.088
62 H -8.881 0.682 1.545  C50 1.095
63 H -8.951 1.154 -0.817  C51 1.093
64 H -9.362 -0.563 -0.574  C51 1.099
65 H -8.437 -1.852 -2.081  C53 1.094
66 H -6.964 -1.368 -2.936  C53 1.093
67 H -8.463 -0.437 -3.180  C53 1.092
68 C -6.882 2.220 -4.062  O69 1.422, H77 1.092, H78 1.091, H79 1.094
69 O -5.652 2.473 -4.729  C68 1.422, C70 1.425
70 C -4.547 1.790 -4.143  O69 1.425, C71 1.537, H80 1.096, H81 1.094
71 C -3.556 1.333 -5.225  C70 1.537, O72 1.434, H82 1.096, H83 1.088
72 O -4.017 0.231 -6.016  C71 1.434, C73 1.434
73 C -5.102 0.498 -6.916  O72 1.434, C74 1.532, H84 1.088, H85 1.095
74 C -4.737 1.405 -8.095  C73 1.532, O75 1.427, H86 1.093, H87 1.099
75 O -4.570 2.755 -7.662  C74 1.427, C76 1.419
76 C -3.528 3.433 -8.347  O75 1.419, H88 1.094, H89 1.093, H90 1.092
77 H -6.911 2.764 -3.116  C68 1.092
78 H -7.689 2.572 -4.707  C68 1.091
79 H -7.023 1.149 -3.894  C68 1.094
80 H -4.879 0.914 -3.574  C70 1.096
81 H -4.048 2.490 -3.466  C70 1.094
82 H -2.656 0.970 -4.716  C71 1.096
83 H -3.235 2.160 -5.854  C71 1.088
84 H -5.972 0.865 -6.375  C73 1.088
85 H -5.388 -0.478 -7.323  C73 1.095
86 H -5.549 1.398 -8.826  C74 1.093
87 H -3.825 1.024 -8.575  C74 1.099
88 H -2.612 2.835 -8.365  C76 1.094
89 H -3.316 4.361 -7.811  C76 1.093
90 H -3.844 3.669 -9.365  C76 1.092
91 C 7.861 -2.360 -4.744  O92 1.422, H100 1.092, H101 1.091, H102 1.094
92 O 7.336 -3.256 -3.774  C91 1.422, C93 1.425
93 C 8.044 -3.221 -2.537  O92 1.425, C94 1.537, H103 1.096, H104 1.094
94 C 7.082 -3.412 -1.355  C93 1.537, O95 1.434, H105 1.096, H106 1.088
95 O 6.247 -2.277 -1.087  C94 1.434, C96 1.434
96 C 5.231 -1.987 -2.057  O95 1.434, C97 1.532, H107 1.088, H108 1.095
97 C 4.097 -3.016 -2.112  C96 1.532, O98 1.427, H109 1.093, H110 1.099
98 O 4.541 -4.227 -2.724  C97 1.427, C99 1.419
99 C 3.975 -5.387 -2.135  O98 1.419, H111 1.094, H112 1.093, H113 1.092
100 H 8.797 -2.754 -5.146  C91 1.092
101 H 7.129 -2.272 -5.548  C91 1.091
102 H 8.016 -1.365 -4.316  C91 1.094
103 H 8.575 -2.270 -2.412  C93 1.096
104 H 8.770 -4.039 -2.550  C93 1.094
105 H 7.689 -3.546 -0.453  C94 1.096
106 H 6.489 -4.318 -1.459  C94 1.088
107 H 5.670 -1.813 -3.038  C96 1.088
108 H 4.797 -1.030 -1.746  C96 1.095
109 H 3.280 -2.626 -2.724  C97 1.093
110 H 3.723 -3.196 -1.095  C97 1.099
111 H 4.061 -5.359 -1.044  C99 1.094
112 H 4.528 -6.257 -2.496  C99 1.093
113 H 2.927 -5.479 -2.427  C99 1.092

Properties
- frontier orbital gap (hartree) = 0.245
- SMILES = CCCCCCC1=C(CCCBr)C(=O)C(P(=O)(O)O)=CC1=O.COCCOCCOC.COCCOCCOC.COCCOCCOC
- total charge = 0

Mulliken atomic charge list, values in e, 4 entries:
1. C -0.839
2. C -0.488
3. C -0.351
4. C -0.516


Molecular formula: C4H5NO
Method: DFT, the ωB97M-V functional and the def2-TZVPD basis

Each atom is followed by the atoms it is bonded to, with distances in Å.
Cartesian coordinates (Å):
1 C -1.487 -0.102 0.023  C2 1.498, H7 1.095, H8 1.095, H9 1.095
2 C 0.008 -0.009 0.003  C1 1.498, C3 1.377, C6 1.429
3 C 0.898 -1.051 0.139  C2 1.377, O4 1.290, H10 1.103
4 O 2.159 -0.785 0.096  C3 1.290
5 N 2.094 1.097 -0.162  C6 1.270
6 C 0.825 1.152 -0.162  C2 1.429, N5 1.270, H11 1.098
7 H -1.781 -1.148 0.162  C1 1.095
8 H -1.934 0.469 0.844  C1 1.095
9 H -1.942 0.240 -0.913  C1 1.095
10 H 0.533 -2.083 0.281  C3 1.103
11 H 0.627 2.221 -0.310  C6 1.098

Properties
- ΔE to the lowest compared entry with this formula, charge and spin (kJ/mol) = 280.6
- frontier orbital gap (spin up / spin down) (hartree) = 0.323 / 0.323
- total charge = 0

Mulliken atomic charge list, values in e, 4 entries:
1. C -1.085
2. C 0.207
3. C 0.012
4. O -0.480


The following E values (in eV) correspond, in order, to the records above: -143240.5385, -7763.6179.